17
Properties=species:S:1:pos:R:3:lowdin_charge:R:1 method="wB97M-V/def2-TZVPD" total_charge=0 smiles=C[C@@]12CC[C@@H]1O2.O e_above_lowest_kcal_mol=61.0 lumo_energy_ev=0.9 gap_ev=10.942
C -1.67150 -1.60596 0.30227 0.003
C -0.57134 -0.63498 0.02251 -0.440
C 0.92925 -0.90777 -0.12146 -0.069
C 1.04724 0.38607 -0.98318 -0.094
C -0.46330 0.56200 -0.82102 -0.189
O -0.70833 0.67588 0.58780 -0.031
H -1.61112 -2.46947 -0.36740 0.085
H -1.59532 -1.96848 1.33367 0.089
H -2.64592 -1.12485 0.17981 0.089
H 1.12395 -1.81114 -0.70758 0.115
H 1.49690 -0.94350 0.81255 0.117
H 1.36743 0.19468 -2.01027 0.111
H 1.63267 1.19490 -0.53913 0.092
H -1.18532 1.03885 -1.47799 0.148
O 1.30799 2.46271 1.44872 -0.071
H 0.62215 1.77375 1.41376 0.007
H 0.92455 3.17732 0.92695 0.039

=====

7
Properties=species:S:1:pos:R:3:lowdin_charge:R:1 method="wB97M-V/def2-TZVPD" total_charge=0 smiles="C=P#CC#N" e_above_lowest_kcal_mol=70.6 lumo_energy_ev="-1.9 / -2.1" gap_ev="7.173 / 7.187"
C 2.00560 0.05348 0.09601 -0.290
P 0.28472 -0.10873 -0.37346 0.939
C -1.11864 0.62458 -0.09604 -0.369
C -2.40233 0.35743 -0.09132 -0.442
N -3.47713 -0.01802 -0.07759 0.168
H 1.91238 -0.56397 1.09870 0.015
H 2.79540 -0.34478 -0.55630 -0.020

=====

43
Properties=species:S:1:pos:R:3:lowdin_charge:R:1 method="wB97M-V/def2-TZVPD" total_charge=+3 lumo_energy_ev=-16.4 gap_ev=1.800
N -1.69793 1.62043 0.98470 0.214
C -0.82168 0.49995 1.13607 -0.202
C 0.01243 0.43856 2.44934 -0.109
C 1.43248 0.98006 2.24425 -0.093
C 2.19119 0.24538 1.17961 -0.092
C 2.77177 0.92133 0.16951 0.103
C 3.45116 0.18634 -0.88148 -0.272
O 4.25265 0.81303 -1.62688 -0.099
C 3.15637 -1.22385 -1.07304 0.029
C 2.58022 -1.92791 -0.09948 0.117
C 2.28894 -1.24668 1.19743 -0.298
O 2.15082 -1.87573 2.20794 0.221
H -2.46724 1.30800 0.36506 0.059
H -1.24417 2.39863 0.50401 0.142
H -0.16815 0.46040 0.24938 0.151
H -1.48672 -0.36344 1.09946 0.105
H 0.02705 -0.58547 2.80576 0.114
H -0.49412 1.03721 3.19995 0.130
H 1.98710 0.99154 3.18295 0.161
H 1.33980 2.00859 1.90153 0.132
H 2.73378 1.99802 0.10636 0.155
H 3.40705 -1.68379 -2.02129 0.125
H 2.32053 -2.97080 -0.19749 0.155
O -3.46942 -0.68859 1.71281 -0.204
H -3.26188 0.14632 2.19832 0.042
Al 5.16159 0.41691 -3.41643 1.383
C -3.49962 -3.97014 4.13289 -0.028
C -4.01701 -2.68383 4.57103 -0.251
N -4.42244 -1.67514 4.97130 0.174
H -4.00247 -4.28909 3.22089 0.096
H -2.42926 -3.89541 3.95151 0.098
H -3.68034 -4.71398 4.90921 0.115
F 4.51668 2.82407 -6.61233 -0.035
Al 2.91827 2.37446 -6.88162 -0.033
F 2.79035 0.78749 -6.29293 -0.075
F 2.50182 2.48099 -8.49791 0.033
F 1.93385 3.36790 -5.95264 0.009
F -2.12397 -0.13607 -3.36092 -0.107
Al -2.73375 1.26248 -2.67346 -0.111
F -1.52165 2.41602 -2.54998 -0.127
F -3.13858 0.87477 -1.04670 -0.154
F -4.08576 1.81955 -3.45646 -0.079
Al -5.15974 -0.74856 1.98978 1.304

=====

149
Properties=species:S:1:pos:R:3:lowdin_charge:R:1 method="wB97M-V/def2-TZVPD" total_charge=0 smiles="CCCN[PH2](CCCCNC(C)=O)CCCOC.CC(C)=O.CC(C)=O.CC(C)=O.CC(C)=O.CC(C)=O.CC(C)=O.CC(C)=O.CC(C)=O.CC(C)=O.CC(C)=O" lumo_energy_ev=0.6 gap_ev=8.105
C 3.07520 -0.69992 -1.48501 -0.112
C 1.99254 0.29603 -1.02406 -0.264
C 0.60435 -0.35733 -1.01568 -0.342
N -0.50303 0.58236 -1.12728 -0.242
P -0.82258 1.67679 0.28607 0.844
C -0.38167 3.16925 -0.69204 -0.296
C -1.37850 3.48134 -1.81808 -0.240
C -2.84125 3.79893 -1.42176 -0.165
C -3.84292 2.65908 -1.73021 -0.183
N -4.36699 1.94742 -0.56058 0.046
C -4.53690 0.57584 -0.62196 -0.544
C -5.49298 -0.01814 0.38724 0.003
O -3.88360 -0.12634 -1.38844 0.012
C -1.20498 2.67007 1.88000 -0.366
C -2.15666 1.94362 2.83461 -0.233
C -2.52647 2.75672 4.08286 -0.245
O -1.52300 2.74749 5.08461 -0.191
C -0.52503 3.74113 4.96991 -0.132
H 2.68024 -1.72430 -1.45317 0.062
H 3.38536 -0.52579 -2.51791 0.058
H 3.95917 -0.68333 -0.84229 0.065
H 2.23870 0.64402 -0.01142 0.089
H 1.96856 1.18643 -1.66006 0.092
H 0.55591 -1.04434 -1.87322 0.092
H 0.52628 -0.99190 -0.10955 0.101
H -1.35830 0.06524 -1.30676 0.036
H 0.11253 0.92083 1.05358 0.045
H -2.15837 1.23347 0.26219 0.030
H 0.58165 2.95824 -1.17254 0.073
H -0.25152 4.03167 -0.03363 0.078
H -1.38188 2.63829 -2.51503 0.091
H -0.96444 4.33376 -2.37368 0.105
H -2.90976 4.08428 -0.36230 0.101
H -3.16374 4.67926 -1.98970 0.104
H -3.35881 1.91517 -2.36592 0.101
H -4.68777 3.06090 -2.30188 0.108
H -5.12903 2.41348 -0.09268 0.131
H -5.80583 -0.99628 0.02192 0.073
H -4.98165 -0.14416 1.34925 0.087
H -6.37120 0.61287 0.55111 0.080
H -1.64476 3.64979 1.63053 0.070
H -0.24282 2.87657 2.36953 0.071
H -3.08663 1.73309 2.28602 0.088
H -1.71893 0.99826 3.17970 0.113
H -2.75874 3.79586 3.79550 0.116
H -3.42888 2.34463 4.54972 0.102
H -0.81002 4.53420 4.27053 0.074
H -0.35964 4.19468 5.95570 0.083
H 0.42232 3.31612 4.61641 0.080
C 4.67890 -4.72561 -3.06674 -0.011
C 5.18898 -3.46046 -3.69313 -0.491
C 6.61023 -3.43787 -4.18791 -0.014
O 4.46469 -2.49045 -3.78109 0.033
H 3.65622 -4.56517 -2.74072 0.058
H 4.69555 -5.54694 -3.78579 0.096
H 5.31159 -4.99638 -2.22052 0.061
H 6.76269 -4.20525 -4.94880 0.091
H 7.29066 -3.64550 -3.36051 0.081
H 6.82893 -2.46121 -4.61236 0.069
C -5.80263 4.16832 5.57846 -0.018
C -6.37537 2.94790 4.91165 -0.506
C -7.42964 2.19324 5.68533 -0.019
O -6.00033 2.57372 3.82382 0.047
H -5.06583 4.63360 4.92772 0.077
H -6.59969 4.88039 5.79988 0.090
H -5.33961 3.89209 6.52677 0.060
H -8.27984 2.84571 5.89032 0.085
H -7.02258 1.87223 6.64573 0.081
H -7.75987 1.32778 5.11597 0.079
C -4.90629 3.29379 11.18372 -0.023
C -4.68841 3.10657 9.70268 -0.498
C -3.77326 1.98078 9.28794 -0.016
O -5.21824 3.82571 8.88833 0.060
H -5.57804 4.13083 11.35491 0.081
H -5.33229 2.38683 11.61580 0.085
H -3.95280 3.48103 11.68006 0.085
H -4.16154 1.02913 9.65502 0.086
H -2.78348 2.12466 9.72389 0.087
H -3.68782 1.94890 8.20438 0.079
C 1.77420 8.34231 4.19256 -0.024
C 1.92785 6.85722 4.41642 -0.500
C 2.87386 6.43284 5.51416 -0.022
O 1.32441 6.04913 3.75341 0.066
H 1.07158 8.52095 3.38285 0.081
H 1.41352 8.82240 5.10376 0.085
H 2.74016 8.78507 3.94421 0.084
H 2.54962 6.84994 6.46908 0.085
H 3.87719 6.81056 5.31051 0.084
H 2.89808 5.34798 5.57898 0.080
C 7.72325 -5.36973 0.88434 -0.020
C 7.92625 -6.08467 -0.42888 -0.493
C 8.77583 -7.33091 -0.39865 -0.022
O 7.43355 -5.67843 -1.45423 0.061
H 7.09878 -4.49284 0.73393 0.082
H 7.24934 -6.03884 1.60448 0.085
H 8.68700 -5.06621 1.29627 0.086
H 8.33683 -8.06562 0.27833 0.085
H 9.77427 -7.09247 -0.02859 0.085
H 8.84745 -7.75164 -1.39810 0.082
C -0.56828 -6.18312 -2.16340 -0.019
C 0.39559 -5.25686 -2.85341 -0.487
C -0.08834 -3.84338 -3.08276 -0.019
O 1.50155 -5.59796 -3.20500 0.050
H -0.12379 -7.16761 -2.03790 0.085
H -0.83133 -5.77408 -1.18645 0.082
H -1.48996 -6.26704 -2.73968 0.079
H -0.33932 -3.37463 -2.12893 0.073
H -0.99202 -3.85296 -3.69544 0.089
H 0.68669 -3.26160 -3.57712 0.076
C 9.51050 1.63232 -3.04360 -0.028
C 8.82320 0.28679 -3.02999 -0.505
C 7.32279 0.29335 -3.18636 -0.017
O 9.44629 -0.73952 -2.89923 0.068
H 10.58266 1.49965 -2.92332 0.079
H 9.30780 2.14562 -3.98501 0.083
H 9.12473 2.25675 -2.23603 0.083
H 7.04365 0.75948 -4.13268 0.091
H 6.86565 0.86822 -2.37894 0.087
H 6.94509 -0.72428 -3.15699 0.058
C 3.31853 -2.84565 -7.11460 -0.014
C 2.68076 -4.17373 -7.44223 -0.501
C 1.58526 -4.63586 -6.51324 -0.019
O 3.02761 -4.82964 -8.39644 0.062
H 4.09090 -2.61926 -7.84593 0.082
H 2.56224 -2.05848 -7.12566 0.087
H 3.74738 -2.86295 -6.11156 0.059
H 0.78707 -3.89111 -6.48576 0.085
H 1.97470 -4.75607 -5.50003 0.064
H 1.18605 -5.58679 -6.85869 0.084
C -3.59831 -4.10764 -0.52705 -0.016
C -4.07476 -5.53791 -0.61744 -0.502
C -4.86015 -6.06529 0.55872 -0.024
O -3.83686 -6.22541 -1.58161 0.061
H -3.04832 -3.84220 -1.42663 0.073
H -4.44805 -3.43320 -0.41098 0.077
H -2.95591 -3.97964 0.34633 0.089
H -5.75477 -5.45956 0.71190 0.084
H -4.25879 -6.00378 1.46730 0.085
H -5.14473 -7.09852 0.37777 0.081
C -4.92132 0.78318 -5.09428 -0.016
C -4.58832 2.15574 -5.62738 -0.499
C -4.20857 2.24290 -7.08559 -0.025
O -4.61486 3.13403 -4.91901 0.064
H -5.16502 0.84302 -4.03647 0.068
H -5.76474 0.36285 -5.64513 0.086
H -4.06986 0.11396 -5.22792 0.091
H -5.02546 1.87264 -7.70722 0.084
H -3.33426 1.61997 -7.28095 0.086
H -3.98806 3.27444 -7.34775 0.081

=====

43
Properties=species:S:1:pos:R:3:lowdin_charge:R:1 method="wB97M-V/def2-TZVPD" total_charge=0 e_above_lowest_kcal_mol=87.5 lumo_energy_ev=-2.1 gap_ev=5.999
Au -0.00997 0.22432 -0.12724 1.214
O 0.25261 -0.93374 4.08675 0.138
C 0.28148 -0.70088 2.76634 -0.441
O -0.13071 0.38209 2.31169 0.021
C 0.77018 -1.75733 1.93592 -0.148
C 1.17285 -3.01553 2.40459 0.030
C 1.63589 -3.95763 1.51949 -0.001
C 1.65564 -3.65362 0.14690 0.053
C 1.21589 -2.41890 -0.26643 -0.143
N 0.81020 -1.47369 0.59549 0.023
C 1.12630 -2.04186 -1.72997 -0.646
O 1.52368 -2.80003 -2.59296 0.058
O 0.58249 -0.91160 -1.98079 -0.131
H -0.13373 -0.16285 4.53074 0.144
H 1.11632 -3.20199 3.46476 0.125
H 1.97139 -4.91990 1.86570 0.117
H 2.00739 -4.34953 -0.59935 0.131
N -0.59833 2.00583 -0.58647 -0.014
C -0.58703 2.94197 -1.30653 -0.298
N -0.80731 3.92325 -2.00743 0.112
C -0.29838 5.06801 -2.29731 -0.392
N 0.08031 6.10575 -2.62019 0.103
C -4.93911 0.51793 -1.88668 0.008
C -4.15959 -0.45363 -1.01301 -0.434
C -4.60922 -1.88868 -1.28634 0.000
O -2.74702 -0.35321 -1.37040 0.153
B -2.05217 -0.39617 -0.23744 -0.617
O -2.76778 -0.46905 0.89273 0.123
C -4.13156 -0.10088 0.51710 -0.438
C -4.21197 1.40362 0.77928 0.004
C -5.13360 -0.84306 1.38780 0.003
H -4.89535 0.17811 -2.91772 0.098
H -4.50394 1.51003 -1.84188 0.091
H -5.97779 0.56261 -1.56973 0.099
H -4.37428 -2.14552 -2.31585 0.100
H -5.68137 -1.98206 -1.13547 0.095
H -4.08750 -2.58937 -0.63949 0.094
H -3.49034 1.92098 0.15167 0.088
H -3.92780 1.57946 1.81364 0.101
H -5.20985 1.79502 0.60596 0.098
H -5.01346 -1.91916 1.32673 0.084
H -6.14294 -0.57854 1.08270 0.099
H -4.99089 -0.54613 2.42330 0.094

=====

10
Properties=species:S:1:pos:R:3:lowdin_charge:R:1 method="wB97M-V/def2-TZVPD" total_charge=0 e_above_lowest_kcal_mol=150.5 lumo_energy_ev="-1.7 / -1.7" gap_ev="6.642 / 6.643"
C -0.49685 -0.09296 0.97336 -0.289
O -0.84501 -1.23130 0.38596 -0.001
O 0.27582 -0.17280 2.03282 0.162
C -0.58715 -0.83623 -1.12645 -0.473
C 0.29191 0.42339 -0.81617 -0.093
C 1.03206 1.36261 -1.06995 0.199
N -0.93398 -1.40977 -2.11073 0.116
H 0.76963 -1.01121 1.99339 0.158
H -1.16351 0.76607 1.00281 0.172
H 1.65708 2.20221 -1.26504 0.049